Entry 1:
This record from the Open Molecules 2025 dataset describes C48H61I2N6O4SSiY as an isolated structure in a non-equilibrium geometry. The level of theory is ωB97M-V/def2-TZVPD.

Computed properties:
HOMO energy = -12.112 eV
F_max = 1.03 eV/A
Energy relative to the best compared isomer or geometry (same formula, charge and spin) = 13.7 kcal per mole

Structure (ORCA input):
```
! RIJCOSX wB97M-V def2-TZVPD def2/J DEFGRID3
* xyz 2 1
Y 0.37 -0.92 0.04
C 2.35 0.72 2.61
C 1.10 1.49 2.92
C 1.22 2.80 3.37
C 0.11 3.54 3.74
C -1.15 2.96 3.67
C -1.32 1.65 3.24
C -2.72 1.08 3.25
C -0.19 0.93 2.86
N -0.31 -0.41 2.34
C -0.67 -1.39 3.09
C -0.90 -1.30 4.56
C -0.78 -2.75 2.44
C -1.20 -3.90 3.30
N -0.43 -2.81 1.22
C -0.23 -4.06 0.46
C 1.08 -6.21 0.78
C 2.25 -6.93 1.46
C 0.98 -6.51 -0.69
C -0.15 -6.36 -1.37
C -1.39 -5.86 -0.76
C -1.48 -4.88 0.14
C -2.84 -4.43 0.61
H 2.95 1.23 1.85
H 2.17 -0.31 2.28
H 2.98 0.65 3.50
H 2.21 3.24 3.45
H 0.22 4.55 4.10
H -2.02 3.53 3.98
H -3.42 1.79 2.81
H -3.04 0.91 4.28
H -2.80 0.15 2.70
H -0.72 -0.30 4.94
H -0.22 -1.99 5.07
H -1.91 -1.60 4.82
H -2.21 -3.73 3.67
H -0.55 -3.97 4.17
H -1.16 -4.85 2.77
H 2.23 -6.78 2.54
H 3.21 -6.59 1.08
H 2.18 -8.00 1.27
H 1.85 -6.94 -1.18
H -0.21 -6.70 -2.40
H -2.31 -6.33 -1.10
H -3.61 -5.00 0.08
H -2.98 -3.38 0.39
H -3.01 -4.57 1.67
C 1.02 -4.70 1.10
Si 2.63 -3.68 0.76
C 3.64 -4.49 -0.59
C 3.39 -3.67 2.48
N 2.29 -2.01 0.22
C 3.46 -1.24 -0.01
C 4.76 -1.65 0.33
C 5.88 -0.86 0.11
C 5.75 0.40 -0.46
C 4.49 0.84 -0.81
C 3.39 0.03 -0.59
O 2.07 0.48 -0.92
C 2.06 1.61 -1.76
C 1.89 2.86 -1.20
C 1.99 3.98 -2.02
C 2.26 3.83 -3.37
C 2.41 2.56 -3.92
C 2.32 1.44 -3.11
H 0.16 -6.62 1.22
H 0.09 -3.73 -0.54
H 0.91 -4.65 2.19
H 4.30 -5.28 -0.23
H 4.26 -3.76 -1.11
H 2.97 -4.93 -1.33
H 3.29 -4.66 2.93
H 2.82 -2.97 3.11
H 4.44 -3.39 2.56
H 4.93 -2.61 0.77
H 6.85 -1.23 0.40
H 6.61 1.02 -0.63
H 4.37 1.82 -1.25
H 1.70 2.95 -0.13
H 1.89 4.97 -1.59
H 2.36 4.70 -4.01
H 2.61 2.45 -4.97
H 2.47 0.44 -3.50
I 0.78 -2.25 -2.85
I -1.48 -2.29 -4.23
N -5.43 -0.58 -1.06
C -4.18 -1.22 -1.44
C -3.11 -0.87 -0.42
O -3.50 -0.07 0.52
O -1.98 -1.32 -0.48
H -5.79 0.04 -1.78
H -4.47 0.10 0.31
H -6.16 -1.24 -0.84
H -3.80 -0.86 -2.40
H -4.25 -2.30 -1.52
C -0.54 5.13 0.82
C -2.01 4.89 0.53
C -2.26 3.62 -0.28
N -1.62 3.71 -1.59
C -1.19 2.69 -2.32
S -1.20 1.08 -1.75
N -0.77 2.90 -3.60
C -0.70 4.07 -4.40
O 0.13 4.10 -5.27
C -1.69 5.15 -4.17
C -3.02 4.87 -3.88
C -3.93 5.91 -3.74
C -3.49 7.23 -3.86
C -2.17 7.51 -4.15
C -1.26 6.47 -4.32
H -0.41 6.02 1.45
H 0.02 5.30 -0.10
H -0.10 4.28 1.34
H -2.44 5.75 0.00
H -2.57 4.79 1.46
H -3.33 3.47 -0.42
H -1.86 2.74 0.23
H -1.69 4.61 -2.06
H -0.23 2.13 -3.98
H -3.35 3.84 -3.79
H -4.97 5.70 -3.54
H -4.20 8.04 -3.75
H -1.84 8.53 -4.26
H -0.23 6.67 -4.57
*
```

=====

Entry 2:
This record from the Open Molecules 2025 dataset describes a 3-piece molecular cluster, C15H37F6N6O2P2 overall in a non-equilibrium geometry. The level of theory is ωB97M-V/def2-TZVPD.

Computed properties:
HOMO energy = -3.261 eV
F_max = 5.26 eV/A

Structure (ORCA input):
```
! RIJCOSX wB97M-V def2-TZVPD def2/J DEFGRID3
* xyz -1 1
F -1.30 2.26 2.31
C -2.31 2.81 1.56
F -1.68 3.06 0.35
F -2.52 4.05 2.10
C -3.45 1.90 1.47
C -4.74 2.50 1.73
F -5.77 1.66 1.35
F -5.08 2.76 3.06
F -4.99 3.66 1.07
H -3.31 1.09 2.18
O 1.03 0.19 -2.18
P 0.96 1.17 -3.28
N 2.08 0.55 -4.41
C 2.98 1.27 -5.28
C 1.67 -0.72 -4.99
N 1.53 2.62 -2.50
C 2.92 3.03 -2.61
C 1.09 2.68 -1.11
N -0.10 1.98 -4.38
C 0.20 3.33 -4.81
C -1.52 1.88 -3.97
H 2.49 1.63 -6.21
H 3.80 0.60 -5.58
H 3.45 2.11 -4.79
H 0.91 -0.58 -5.78
H 1.25 -1.37 -4.22
H 2.53 -1.24 -5.41
H 3.64 2.22 -2.37
H 3.10 3.86 -1.93
H 3.15 3.42 -3.60
H 1.72 2.08 -0.44
H 0.07 2.33 -1.02
H 1.11 3.72 -0.77
H 0.11 4.07 -4.01
H -0.51 3.58 -5.60
H 1.19 3.41 -5.25
H -1.74 2.48 -3.08
H -1.77 0.84 -3.74
H -2.17 2.20 -4.78
O -1.00 -0.74 3.60
P -0.17 -1.89 3.21
N -0.69 -2.28 1.65
C -0.83 -3.58 1.04
C -0.35 -1.26 0.65
N -0.69 -3.08 4.40
C -1.69 -4.08 4.08
C -1.03 -2.44 5.67
N 1.46 -2.49 3.12
C 1.74 -3.88 3.38
C 2.41 -1.63 3.85
H 0.12 -3.99 0.66
H -1.52 -3.50 0.20
H -1.27 -4.31 1.72
H 0.70 -1.33 0.35
H -0.54 -0.26 1.04
H -0.97 -1.37 -0.24
H -2.60 -3.65 3.62
H -1.99 -4.60 4.99
H -1.29 -4.85 3.43
H -2.04 -2.01 5.67
H -0.33 -1.65 5.92
H -0.97 -3.19 6.47
H 1.59 -4.16 4.43
H 2.79 -4.06 3.12
H 1.15 -4.54 2.75
H 2.29 -1.71 4.94
H 2.27 -0.59 3.57
H 3.44 -1.90 3.59
*
```

=====

Entry 3:
This record from the Open Molecules 2025 dataset describes C14H20F8LiN2O6P as an isolated structure in a non-equilibrium geometry. The level of theory is ωB97M-V/def2-TZVPD.

Computed properties:
HOMO energy = -11.102 eV
F_max = 1.07 eV/A

Structure (ORCA input):
```
! RIJCOSX wB97M-V def2-TZVPD def2/J DEFGRID3
* xyz 0 1
Li -1.64 -1.12 0.32
P -4.49 -0.20 0.69
F -3.43 -1.26 1.36
F -3.19 0.32 -0.19
F -4.79 -1.25 -0.50
F -5.46 0.87 -0.01
F -5.68 -0.82 1.57
F -4.14 0.87 1.83
C 3.16 -2.38 0.31
C 2.96 -2.49 1.82
C 1.83 -3.47 2.20
C 0.56 -2.96 1.69
N -0.43 -2.53 1.31
H 3.16 -3.34 -0.19
H 4.08 -1.86 0.06
H 2.35 -1.77 -0.10
H 2.74 -1.52 2.28
H 3.90 -2.81 2.27
H 1.78 -3.54 3.29
H 2.00 -4.43 1.73
C 2.12 -2.00 -3.55
C 1.20 -0.77 -3.66
C -0.28 -1.11 -3.71
C -0.93 -1.52 -2.47
N -1.45 -1.89 -1.52
H 2.95 -1.90 -4.26
H 1.57 -2.91 -3.78
H 2.55 -2.02 -2.56
H 1.39 -0.13 -4.53
H 1.45 -0.07 -2.85
H -0.42 -1.97 -4.38
H -0.91 -0.34 -4.16
C -0.95 2.83 4.71
C -0.28 3.36 3.45
O -0.55 2.38 2.51
C -1.00 1.24 3.14
O -1.34 0.27 2.57
O -1.01 1.43 4.48
F 1.09 3.44 3.64
H -1.96 3.23 4.79
H -0.38 3.11 5.59
H -0.65 4.34 3.17
C -0.04 2.78 -2.78
C 0.86 3.44 -1.76
O 0.96 2.45 -0.76
C -0.10 1.60 -0.87
O -0.35 0.75 -0.09
O -0.81 1.87 -1.98
F 0.29 4.55 -1.20
H 0.53 2.17 -3.49
H -0.68 3.43 -3.36
H 1.86 3.70 -2.10
*
```

=====

Entry 4:
This record from the Open Molecules 2025 dataset describes C32H30ClLaOP2 as an isolated structure in a non-equilibrium geometry. The level of theory is ωB97M-V/def2-TZVPD.

Computed properties:
HOMO energy = -12.406 eV
F_max = 3.76 eV/A

Structure (ORCA input):
```
! RIJCOSX wB97M-V def2-TZVPD def2/J DEFGRID3
* xyz 2 1
La 0.57 -2.21 0.42
Cl 0.47 -4.73 0.11
C 0.78 0.78 0.82
O 1.11 1.91 0.51
P -0.46 0.15 -1.47
C -1.92 -0.14 -2.58
C 0.11 1.70 -2.27
C 0.83 -0.98 -2.14
C 1.31 1.82 -2.97
C 1.64 3.03 -3.59
C 0.78 4.12 -3.51
C -0.42 4.02 -2.80
C -0.75 2.81 -2.18
H 2.01 0.98 -3.05
H 2.59 3.11 -4.14
H 1.04 5.06 -4.00
H -1.10 4.86 -2.71
H -1.69 2.72 -1.62
C -2.99 -0.91 -2.09
C -4.05 -1.26 -2.92
C -4.11 -0.77 -4.23
C -3.10 0.06 -4.71
C -2.00 0.37 -3.89
H -2.97 -1.23 -1.04
H -4.83 -1.92 -2.54
H -4.95 -1.05 -4.88
H -3.16 0.47 -5.72
H -1.22 1.02 -4.29
C 0.62 -1.78 -3.27
C 1.63 -2.63 -3.72
C 2.82 -2.74 -3.01
C 3.04 -1.99 -1.86
C 2.10 -1.03 -1.48
H -0.33 -1.70 -3.82
H 1.48 -3.20 -4.64
H 3.60 -3.42 -3.37
H 3.97 -2.10 -1.28
H 2.30 -0.35 -0.63
H -1.49 -2.21 0.11
H -1.20 -2.72 -0.51
C 2.86 0.36 2.78
P 1.08 0.33 2.65
C 0.41 -1.28 2.99
C 1.21 -2.25 3.65
C 0.67 -3.50 3.94
C -0.63 -3.83 3.55
C -1.42 -2.90 2.87
C -0.92 -1.62 2.58
C 0.37 1.59 3.73
C -0.93 1.43 4.27
C -1.52 2.47 4.99
C -0.82 3.66 5.22
C 0.48 3.81 4.72
C 1.08 2.78 3.99
H 3.30 -0.56 2.37
H 3.17 0.45 3.84
H 3.24 1.23 2.23
H 2.21 -1.99 3.98
H 1.28 -4.23 4.48
H -1.02 -4.82 3.79
H -2.45 -3.16 2.59
H -1.54 -0.89 2.04
H -1.47 0.50 4.12
H -2.54 2.36 5.36
H -1.30 4.48 5.76
H 1.02 4.75 4.88
H 2.10 2.91 3.62
*
```

=====

Q: Among the records above, which one has the lowest F_max?
A: C48H61I2N6O4SSiY

=====

Q: Look up the HOMO energy of the first one.
A: -12.112 eV

=====

Copy entry 4 word for word.
This record from the Open Molecules 2025 dataset describes C32H30ClLaOP2 as an isolated structure in a non-equilibrium geometry. The level of theory is ωB97M-V/def2-TZVPD.

Computed properties:
HOMO energy = -12.406 eV
F_max = 3.76 eV/A

Structure (ORCA input):
```
! RIJCOSX wB97M-V def2-TZVPD def2/J DEFGRID3
* xyz 2 1
La 0.57 -2.21 0.42
Cl 0.47 -4.73 0.11
C 0.78 0.78 0.82
O 1.11 1.91 0.51
P -0.46 0.15 -1.47
C -1.92 -0.14 -2.58
C 0.11 1.70 -2.27
C 0.83 -0.98 -2.14
C 1.31 1.82 -2.97
C 1.64 3.03 -3.59
C 0.78 4.12 -3.51
C -0.42 4.02 -2.80
C -0.75 2.81 -2.18
H 2.01 0.98 -3.05
H 2.59 3.11 -4.14
H 1.04 5.06 -4.00
H -1.10 4.86 -2.71
H -1.69 2.72 -1.62
C -2.99 -0.91 -2.09
C -4.05 -1.26 -2.92
C -4.11 -0.77 -4.23
C -3.10 0.06 -4.71
C -2.00 0.37 -3.89
H -2.97 -1.23 -1.04
H -4.83 -1.92 -2.54
H -4.95 -1.05 -4.88
H -3.16 0.47 -5.72
H -1.22 1.02 -4.29
C 0.62 -1.78 -3.27
C 1.63 -2.63 -3.72
C 2.82 -2.74 -3.01
C 3.04 -1.99 -1.86
C 2.10 -1.03 -1.48
H -0.33 -1.70 -3.82
H 1.48 -3.20 -4.64
H 3.60 -3.42 -3.37
H 3.97 -2.10 -1.28
H 2.30 -0.35 -0.63
H -1.49 -2.21 0.11
H -1.20 -2.72 -0.51
C 2.86 0.36 2.78
P 1.08 0.33 2.65
C 0.41 -1.28 2.99
C 1.21 -2.25 3.65
C 0.67 -3.50 3.94
C -0.63 -3.83 3.55
C -1.42 -2.90 2.87
C -0.92 -1.62 2.58
C 0.37 1.59 3.73
C -0.93 1.43 4.27
C -1.52 2.47 4.99
C -0.82 3.66 5.22
C 0.48 3.81 4.72
C 1.08 2.78 3.99
H 3.30 -0.56 2.37
H 3.17 0.45 3.84
H 3.24 1.23 2.23
H 2.21 -1.99 3.98
H 1.28 -4.23 4.48
H -1.02 -4.82 3.79
H -2.45 -3.16 2.59
H -1.54 -0.89 2.04
H -1.47 0.50 4.12
H -2.54 2.36 5.36
H -1.30 4.48 5.76
H 1.02 4.75 4.88
H 2.10 2.91 3.62
*
```

=====

Q: Look up the HOMO energy of the first one.
A: -12.112 eV